[1]
This record from the Open Molecules 2025 dataset describes an isolated ion of composition C4H5O3 and charge -1 at a distorted geometry. The level of theory is wB97M-V/def2-TZVPD.

- Gap between HOMO and LUMO: 0.3097 Ha
- Maximum force: 0.023 Eh/bohr
- Relative energy (zero: lowest compared OMol25 entry of this formula, charge and spin): 6.5 kJ/mol
- Total charge: -1
- SMILES string: O=CCCC(=O)[O-]

XYZ file:
```
12
Properties=species:S:1:pos:R:3:forces:R:3
O 1.50353 -0.19449 -2.10729 -0.1298 0.0473 0.0927
C 0.55329 0.19382 -1.45092 0.7374 -0.5548 -0.7634
C 0.71139 0.65941 -0.04272 -0.5138 0.7869 0.2046
C -0.42969 0.26520 0.89830 0.2365 -0.7307 -0.1586
C -0.86376 -1.22568 0.68478 0.0341 0.3672 0.0279
O -1.04565 -1.54192 -0.51394 0.1119 -0.0592 -0.1414
O -0.99472 -1.91232 1.71135 -0.0768 -0.1244 0.1280
H -0.40678 0.31857 -1.97086 -0.1868 0.1776 0.3774
H 0.69468 1.75290 -0.17193 0.0319 0.1207 0.1305
H 1.71528 0.44953 0.33133 -0.1308 -0.4381 -0.1049
H -0.14063 0.34379 1.94192 0.0024 0.3642 0.0865
H -1.29695 0.89119 0.68999 -0.1163 0.0433 0.1205
```
Forces are in eV/Å.



[2]
This record from the Open Molecules 2025 dataset describes C4H5O3Y as an isolated structure at a distorted geometry. The level of theory is wB97M-V/def2-TZVPD.

- Gap between HOMO and LUMO (alpha / beta): 0.2062 / 0.2597 Ha
- Maximum force: 0.111 Eh/bohr
- Relative energy (zero: lowest compared OMol25 entry of this formula, charge and spin): 197.3 kJ/mol
- Total charge: +2

XYZ file:
```
13
Properties=species:S:1:pos:R:3:forces:R:3
O -0.35190 -0.65461 -1.11567 2.1467 -3.8746 1.7292
C -0.03310 -1.70250 -0.45988 -2.2137 4.9688 -1.7594
C -0.63237 -2.48967 0.45203 1.1677 -0.5428 0.6544
H -0.13550 -3.44783 0.63566 -0.5042 0.0754 0.2470
H -1.68612 -2.28390 0.67596 0.1929 -0.2639 -0.0331
C 0.35633 0.92268 -0.07083 -0.3355 4.1433 0.2779
O 1.52977 0.93530 0.37381 0.1697 -2.2739 1.0333
Y 1.17105 -0.78497 1.85811 -0.6310 0.5650 -2.4276
O -0.14490 2.01613 -0.58648 -0.6342 -3.6634 0.4456
C 0.74311 3.07778 -0.96763 1.0517 1.1959 -0.3183
H 1.19994 3.50896 -0.06971 -0.2281 -0.0333 -0.1983
H 1.53536 2.70870 -1.62919 -0.3082 -0.0583 0.1161
H 0.12076 3.80590 -1.49378 0.1263 -0.2382 0.2332
```
Forces are in eV/Å.



[3]
This record from the Open Molecules 2025 dataset describes C4H5O3Yb as an isolated structure at a distorted geometry. The level of theory is wB97M-V/def2-TZVPD.

- Gap between HOMO and LUMO (alpha / beta): 0.3450 / 0.2836 Ha
- Maximum force: 0.107 Eh/bohr
- ⟨S²⟩: 0.755
- Relative energy (zero: lowest compared OMol25 entry of this formula, charge and spin): 0.0 kJ/mol
- Total charge: +2
- 2S+1: 2

XYZ file:
```
13
Properties=species:S:1:pos:R:3:forces:R:3
O 4.47853 -0.51635 -0.96507 -0.7639 0.7386 -0.0389
C 5.25824 -1.33863 -0.90768 0.7623 -0.7678 0.0440
Yb 2.66069 1.10780 -1.07900 0.6684 -0.1356 -0.3776
O 0.63226 -0.10901 -1.86669 0.5838 2.7068 1.3509
C 0.22029 0.89155 -1.23573 -4.1825 -3.4796 0.7316
O -0.89036 0.98670 -0.53477 3.6066 2.0222 -1.9451
C -1.63909 -0.11374 0.02318 -1.3088 -1.8488 0.6675
C -1.69809 0.03182 1.52857 0.0351 0.3797 0.0423
H -2.63780 -0.04353 -0.42284 0.2635 0.2144 -0.0045
H -1.21960 -1.08300 -0.26789 0.2576 0.3499 -0.1931
H -2.15377 0.99040 1.81109 0.1016 -0.2958 -0.0637
H -2.31503 -0.77719 1.94369 0.1946 0.1906 -0.1738
H -0.69625 -0.02682 1.97315 -0.2181 -0.0746 -0.0395
```
Forces are in eV/Å.



[4]
This record from the Open Molecules 2025 dataset describes a 2-piece molecular cluster, C4H5O4P overall at a distorted geometry. The level of theory is wB97M-V/def2-TZVPD.

- Gap between HOMO and LUMO: 0.3033 Ha
- Maximum force: 0.070 Eh/bohr
- Relative energy (zero: lowest compared OMol25 entry of this formula, charge and spin): 0.0 kJ/mol
- Total charge: -2

XYZ file:
```
14
Properties=species:S:1:pos:R:3:forces:R:3
C 0.61800 3.08121 -0.49023 0.7664 -1.3752 0.7577
C 0.46725 1.51069 -0.49010 1.2404 0.2518 -0.9439
C 1.49753 0.71425 -0.25039 0.5971 -0.0289 -0.5891
C 1.40842 -0.80749 -0.13118 3.5281 0.2067 -0.6615
O -0.42304 3.63119 -0.10165 -0.5298 0.9702 -0.2254
O -0.82359 -4.33509 -0.32422 -0.7797 0.2179 -0.3928
O 1.76875 3.56095 -0.71611 -1.1257 -0.3555 -0.0498
O 1.30559 -5.43646 0.49198 0.1750 0.1679 0.1994
P 0.41074 -4.22363 0.49768 0.5878 -0.6598 0.2271
H -0.39780 0.94342 -0.77879 -1.0697 0.5746 0.0264
H 2.43324 1.26232 -0.02326 -0.2446 -0.7585 -0.0768
H 1.46263 -0.87227 0.91804 -0.7487 -1.1785 1.4938
H 2.33957 -1.44996 -0.41919 -0.7803 1.6839 0.2225
H 0.70877 -1.41947 -0.64355 -1.6163 0.2834 0.0124
```
Forces are in eV/Å.



[5]
This record from the Open Molecules 2025 dataset describes C4H5O4Sc as an isolated structure at a distorted geometry. The level of theory is wB97M-V/def2-TZVPD.

- Gap between HOMO and LUMO (alpha / beta): 0.2763 / 0.2537 Ha
- Maximum force: 0.099 Eh/bohr
- ⟨S²⟩: 0.760
- Relative energy (zero: lowest compared OMol25 entry of this formula, charge and spin): 38.4 kJ/mol
- Total charge: +1
- 2S+1: 2

XYZ file:
```
14
Properties=species:S:1:pos:R:3:forces:R:3
O 2.09523 1.74883 0.86953 -2.0503 2.1404 -0.0626
C 2.30852 0.65906 0.19740 2.6754 -4.2426 0.9861
O 3.18226 -0.16997 0.42610 -1.6663 1.9052 -0.7650
O 1.32197 0.43206 -0.70895 -1.6060 1.9362 -0.1538
Sc 0.32653 2.13929 -0.03147 1.8965 -2.1330 -0.0274
C 0.00486 -1.32690 -0.69005 -1.8736 -1.0504 -0.8946
C -0.88586 -1.31187 0.38319 0.0280 2.0064 1.5560
O -1.52510 -0.21813 0.87449 0.2891 -2.8869 -0.6781
C -1.70531 0.95853 0.15914 1.7709 1.5783 -0.5681
H 0.61038 -2.23287 -0.76386 0.1370 0.4804 0.0288
H -0.37070 -0.93863 -1.64342 0.7726 0.4060 0.3595
H -1.00905 -2.16806 1.04689 0.2397 0.3808 0.0893
H -2.31490 1.64905 0.75544 -0.3921 -0.6198 -0.2774
H -2.03884 0.77962 -0.87445 -0.2210 0.0989 0.4074
```
Forces are in eV/Å.



[6]
This record from the Open Molecules 2025 dataset describes one molecule with the formula C4H5OP at a distorted geometry. The level of theory is wB97M-V/def2-TZVPD.

- Gap between HOMO and LUMO: 0.3324 Ha
- Maximum force: 0.029 Eh/bohr
- Relative energy (zero: lowest compared OMol25 entry of this formula, charge and spin): 223.6 kJ/mol
- SMILES string: C1=C2OP2CC1

XYZ file:
```
11
Properties=species:S:1:pos:R:3:forces:R:3
C 0.02541 -1.25908 -0.19586 0.1388 -0.6801 -0.5516
C -1.24019 -0.87487 -0.20099 0.1788 1.4206 -0.1139
O -2.27356 -0.50207 0.54488 -0.9181 -0.9848 0.6587
P -1.63681 0.89489 -0.28373 0.8249 0.1597 -0.1818
C 0.14734 1.06430 0.37921 -0.2724 0.0194 -0.1524
C 0.91527 -0.04241 -0.38304 -0.1419 0.1461 -0.0871
H 0.40201 -2.25714 -0.07555 0.0899 -0.2329 0.4405
H 0.20067 0.90210 1.45816 -0.0535 0.0045 -0.0147
H 0.51702 2.06386 0.15188 -0.0146 0.1578 0.0649
H 1.90422 -0.21817 0.04155 0.0712 -0.0038 -0.0435
H 1.03862 0.22858 -1.43650 0.0969 -0.0066 -0.0190
```
Forces are in eV/Å.